# 1
C4H4N2 | ωB97M-V with the def2-TZVPD basis set

Calculated values
HOMO = -9.16 eV
Spin multiplicity = 1
LUMO energy = -0.3 eV
Orbital gap = 8.821 eV
Relative energy (zero: lowest compared OMol25 entry of this formula, charge and spin) = 4.169 eV
Energy = -7188.520 eV

Atoms and positions in Å:
C 0.81 -0.43 0.95
C 0.13 -1.16 -0.03
N -0.83 -0.70 -0.89
C -0.88 0.60 -0.96
N -0.05 1.48 -0.33
C 0.65 1.01 0.67
H -0.02 -1.42 1.27
H 0.49 -2.17 -0.18
H -1.60 1.02 -1.65
H 1.30 1.77 1.14

Here is what natural (NBO) gives for the atomic charges, in e:
1 C -0.32
2 C -0.14
3 N -0.44
4 C 0.27
5 N -0.43
6 C 0.08
7 H 0.37
8 H 0.22
9 H 0.19
10 H 0.20

# 2
C11H23N3O5 | ωB97M-V with the def2-TZVPD basis set

Calculated values
HOMO = -9.61 eV
Spin multiplicity = 1
Structure (SMILES) = NC(=O)CC[C@H](N)C(=O)O.CC(C)C[C@H](N)C(=O)O
LUMO energy = 0.4 eV
Orbital gap = 9.981 eV
Relative energy (zero: lowest compared OMol25 entry of this formula, charge and spin) = 0.882 eV
Energy = -26489.194 eV

Atoms and positions in Å:
N -1.15 0.99 -3.58
C -1.22 0.39 -2.37
O -0.21 0.02 -1.77
C -2.61 0.22 -1.78
C -2.92 1.29 -0.71
C -1.83 1.43 0.36
N -1.40 0.19 1.01
C -2.26 2.44 1.42
O -2.96 3.40 1.18
O -1.76 2.19 2.63
H -0.24 1.16 -3.98
H -1.97 1.31 -4.07
H -3.38 0.25 -2.55
H -2.63 -0.77 -1.32
H -3.07 2.27 -1.18
H -3.87 1.03 -0.23
H -0.93 1.85 -0.11
H -0.75 -0.29 0.38
H -2.19 -0.43 1.18
H -1.28 1.33 2.54
C 2.64 -2.66 -1.89
C 2.58 -1.21 -1.40
C 2.08 -0.29 -2.52
C 1.71 -1.03 -0.15
C 2.32 -1.53 1.18
N 2.40 -2.97 1.23
C 1.51 -0.96 2.35
O 0.82 -1.63 3.06
O 1.60 0.38 2.55
H 3.29 -2.74 -2.77
H 1.64 -2.99 -2.19
H 3.00 -3.33 -1.12
H 3.61 -0.90 -1.14
H 2.70 -0.39 -3.42
H 1.05 -0.55 -2.79
H 2.10 0.76 -2.21
H 1.47 0.04 -0.04
H 0.74 -1.53 -0.30
H 3.34 -1.13 1.25
H 1.45 -3.34 1.28
H 2.83 -3.25 2.11
H 2.22 0.76 1.91

Here is what natural (NBO) gives for the atomic charges, in e:
1 N -0.81
2 C 0.70
3 O -0.67
4 C -0.50
5 C -0.40
6 C -0.18
7 N -0.86
8 C 0.78
9 O -0.59
10 O -0.67
11 H 0.41
12 H 0.40
13 H 0.22
14 H 0.23
15 H 0.23
16 H 0.22
17 H 0.22
18 H 0.40
19 H 0.36
20 H 0.52
21 C -0.62
22 C -0.20
23 C -0.61
24 C -0.40
25 C -0.17
26 N -0.81
27 C 0.77
28 O -0.58
29 O -0.67
30 H 0.20
31 H 0.19
32 H 0.24
33 H 0.19
34 H 0.19
35 H 0.23
36 H 0.19
37 H 0.21
38 H 0.21
39 H 0.20
40 H 0.37
41 H 0.37
42 H 0.48

# 3
C40H100O20 | ωB97M-V with the def2-TZVPD basis set

Calculated values
HOMO = -9.32 eV
Spin multiplicity = 1
Structure (SMILES) = COCCOC.COCCOC.COCCOC.COCCOC.COCCOC.COCCOC.COCCOC.COCCOC.COCCOC.COCCOC
LUMO energy = 0.5 eV
Orbital gap = 9.770 eV
Relative energy (zero: lowest compared OMol25 entry of this formula, charge and spin) = 6.355 eV
Energy = -84032.621 eV

Atoms and positions in Å:
C -3.18 -2.04 -0.94
O -2.12 -2.68 -1.61
C -2.55 -2.91 -2.91
C -1.80 -2.28 -3.95
O -2.19 -2.41 -5.26
C -1.88 -3.64 -5.78
H -3.39 -0.98 -1.12
H -2.87 -2.00 0.11
H -4.17 -2.48 -0.94
H -3.62 -2.95 -3.14
H -2.27 -3.95 -3.06
H -0.78 -2.68 -3.93
H -1.74 -1.21 -3.73
H -1.06 -4.17 -5.29
H -1.69 -3.43 -6.83
H -2.78 -4.25 -5.88
C 9.75 -5.68 -2.30
O 8.30 -5.99 -2.32
C 7.65 -5.69 -1.07
C 6.65 -4.49 -1.25
O 5.51 -4.71 -2.15
C 4.69 -3.49 -2.45
H 10.23 -6.46 -1.71
H 9.86 -4.69 -1.84
H 10.23 -5.72 -3.28
H 8.29 -5.49 -0.22
H 6.98 -6.53 -0.87
H 7.26 -3.70 -1.69
H 6.35 -4.32 -0.22
H 3.77 -3.76 -2.97
H 5.31 -2.77 -2.99
H 4.43 -3.08 -1.47
C -1.52 2.01 0.51
O -0.75 0.95 0.98
C 0.00 0.30 -0.04
C 0.92 -0.87 0.42
O 1.89 -1.25 -0.49
C 1.49 -2.07 -1.51
H -0.96 2.86 0.14
H -2.28 2.27 1.26
H -2.05 1.78 -0.41
H 0.71 0.98 -0.51
H -0.66 -0.06 -0.83
H 0.38 -1.80 0.57
H 1.57 -0.68 1.27
H 2.34 -2.25 -2.17
H 0.85 -1.48 -2.17
H 1.02 -3.00 -1.18
C -1.18 -5.99 4.81
O -0.91 -4.64 4.63
C -1.96 -3.78 5.08
C -1.37 -2.48 5.70
O -0.49 -1.88 4.78
C -1.05 -1.27 3.66
H -2.00 -6.21 4.13
H -1.24 -6.24 5.87
H -0.41 -6.66 4.42
H -2.41 -4.35 5.89
H -2.79 -3.55 4.40
H -0.84 -2.77 6.60
H -2.23 -1.87 6.00
H -0.30 -0.75 3.07
H -1.67 -0.42 3.96
H -1.69 -1.98 3.14
C 2.21 4.12 0.63
O 1.95 5.36 -0.11
C 1.42 6.41 0.58
C -0.02 6.46 0.31
O -0.74 5.79 1.39
C -2.18 5.89 1.42
H 3.11 4.30 1.23
H 2.50 3.32 -0.05
H 1.42 3.83 1.31
H 1.93 7.32 0.26
H 1.60 6.40 1.66
H -0.30 5.87 -0.56
H -0.35 7.50 0.22
H -2.65 6.71 0.87
H -2.54 5.91 2.45
H -2.70 5.06 0.95
C 0.13 2.02 -4.13
O 0.21 3.17 -4.95
C -0.42 4.39 -4.44
C -0.83 5.34 -5.54
O -1.34 6.61 -5.05
C -1.71 7.58 -6.06
H 0.84 1.27 -4.49
H -0.88 1.62 -4.17
H 0.60 2.24 -3.18
H 0.34 4.74 -3.74
H -1.29 3.97 -3.93
H -1.51 4.84 -6.22
H 0.16 5.57 -5.94
H -2.16 7.14 -6.95
H -0.83 8.12 -6.41
H -2.20 8.49 -5.71
C -6.55 5.14 0.09
O -5.39 4.35 0.35
C -5.47 2.93 0.15
C -5.55 2.47 -1.32
O -4.46 2.58 -2.22
C -4.03 3.92 -2.40
H -6.66 5.14 -0.99
H -6.30 6.10 0.54
H -7.47 4.70 0.49
H -6.34 2.63 0.75
H -4.52 2.54 0.52
H -6.46 2.96 -1.69
H -5.80 1.41 -1.29
H -4.79 4.66 -2.13
H -3.79 3.99 -3.46
H -3.14 4.02 -1.79
C -3.74 0.02 7.89
O -3.32 1.12 7.07
C -4.39 1.51 6.10
C -3.76 2.37 4.99
O -4.84 3.02 4.37
C -4.59 3.95 3.31
H -4.00 -0.86 7.30
H -4.66 0.31 8.40
H -3.02 -0.19 8.67
H -5.11 2.08 6.68
H -4.97 0.66 5.72
H -3.39 1.63 4.28
H -3.03 3.05 5.43
H -5.49 4.09 2.71
H -3.72 3.69 2.71
H -4.20 4.85 3.79
C 7.71 -0.98 -0.55
O 6.40 -0.45 -0.47
C 5.97 0.08 0.82
C 4.50 0.50 0.80
O 4.38 1.87 0.34
C 4.69 2.02 -1.11
H 7.81 -1.85 0.09
H 8.32 -0.16 -0.16
H 7.99 -1.28 -1.55
H 6.63 0.86 1.19
H 6.14 -0.69 1.57
H 4.15 0.35 1.82
H 3.97 -0.14 0.08
H 5.71 1.74 -1.37
H 4.65 3.10 -1.28
H 3.98 1.63 -1.84
C -2.12 -6.45 0.11
O -0.71 -6.42 0.31
C -0.30 -4.99 0.22
C 1.16 -4.97 0.86
O 2.07 -5.60 0.02
C 3.44 -5.32 0.34
H -2.37 -7.51 0.01
H -2.59 -6.07 -0.80
H -2.72 -6.00 0.90
H -0.95 -4.25 0.69
H -0.31 -4.60 -0.80
H 1.07 -5.49 1.81
H 1.56 -3.97 1.05
H 4.04 -5.77 -0.46
H 3.72 -5.42 1.39
H 3.58 -4.24 0.40

These are the Mulliken partial charges, in e, on atoms 1 to 99:
1 C -0.98
2 O 0.23
3 C -0.58
4 C -0.07
5 O -0.49
6 C -0.71
7 H 0.41
8 H 0.14
9 H 0.37
10 H 0.37
11 H 0.22
12 H 0.28
13 H 0.02
14 H 0.34
15 H 0.27
16 H 0.25
17 C -0.62
18 O -0.36
19 C -0.99
20 C 0.28
21 O -0.47
22 C -0.47
23 H 0.27
24 H 0.27
25 H 0.24
26 H 0.45
27 H 0.33
28 H 0.10
29 H 0.28
30 H 0.33
31 H 0.33
32 H 0.06
33 C -0.40
34 O -0.33
35 C 0.20
36 C -0.57
37 O 0.00
38 C -0.64
39 H 0.19
40 H -0.15
41 H 0.38
42 H 0.12
43 H 0.10
44 H 0.20
45 H 0.15
46 H 0.00
47 H 0.38
48 H 0.05
49 C -0.96
50 O -0.22
51 C -0.77
52 C -0.18
53 O -0.42
54 C 0.08
55 H 0.38
56 H 0.38
57 H 0.26
58 H 0.55
59 H 0.32
60 H 0.39
61 H 0.07
62 H -0.05
63 H -0.03
64 H 0.24
65 C -0.30
66 O -0.37
67 C -0.72
68 C -0.18
69 O -0.37
70 C -0.48
71 H 0.39
72 H -0.21
73 H 0.32
74 H 0.44
75 H 0.34
76 H 0.12
77 H 0.45
78 H 0.42
79 H 0.19
80 H 0.00
81 C -0.65
82 O -0.50
83 C 0.19
84 C -0.54
85 O -0.27
86 C -0.78
87 H 0.37
88 H 0.31
89 H 0.27
90 H 0.25
91 H -0.12
92 H 0.31
93 H 0.30
94 H 0.29
95 H 0.31
96 H 0.29
97 C -0.98
98 O -0.07
99 C 0.02